ORCA calculation (ωB97M-V/def2-TZVPD) on the molecule C4H7FN2.

Values from the calculation:
LUMO level (alpha / beta), Eh: 0.02389 / 0.02389
Orbital gap (alpha / beta), eV: 8.12 / 8.12
Net charge: 0
E_HOMO (alpha / beta), eV: -7.474 / -7.473

XYZ file:
```
14
C4H7FN2, DFT ωB97M-V/def2-TZVPD
C -1.60019 0.65250 -0.43697
C -0.16527 0.62308 -0.38668
C -2.45974 -0.16924 0.17848
C 2.18209 0.04260 0.13244
N 0.38676 -1.55403 0.15046
N 0.65594 -0.31620 0.00018
F -3.79166 -0.11702 0.18648
H -2.01157 1.61980 -0.72902
H 0.25380 1.65246 -0.47020
H -2.13992 -1.11340 0.33951
H 2.84952 -0.58278 -0.50157
H 2.06176 1.03191 -0.21351
H 2.51466 0.10232 1.11800
H 1.26383 -1.87201 0.63240
```

---

ORCA calculation (ωB97M-V/def2-TZVPD) on the molecule C4H7FN2O.

Values from the calculation:
LUMO level, Eh: 0.02093
Orbital gap, eV: 8.98
Net charge: 0
E_HOMO, eV: -8.414
SMILES string: C/C(F)=C/N=C\NO

XYZ file:
```
15
C4H7FN2O, DFT ωB97M-V/def2-TZVPD
C -2.78193 0.79834 -0.11536
C -1.61181 -0.21141 -0.08684
F -2.04750 -1.37214 0.45747
C -0.30076 -0.11353 -0.34897
N 0.55087 -1.20431 -0.08451
C 1.80993 -1.22922 -0.13860
N 2.78684 -0.17958 -0.28699
O 2.33150 1.07096 0.41153
H -3.08857 0.92588 0.95302
H -3.50012 0.69534 -0.83259
H -2.37371 1.73931 -0.44716
H -0.09220 0.75192 -1.06683
H 2.38426 -2.23214 -0.02704
H 3.73268 -0.32650 0.16352
H 2.20053 0.88707 1.44937
```

---

ORCA calculation (ωB97M-V/def2-TZVPD) on the ion C4H7FN3 with charge +1.

Values from the calculation:
LUMO level (alpha / beta), Eh: -0.23658 / -0.23652
Orbital gap (alpha / beta), eV: 7.25 / 7.26
Net charge: +1
E_HOMO (alpha / beta), eV: -13.691 / -13.691

XYZ file:
```
15
C4H7FN3, DFT ωB97M-V/def2-TZVPD
C -0.03533 1.19975 -1.45825
C 0.06911 0.25490 -0.58168
C 1.95620 1.45908 0.34335
C -0.44573 -0.96070 -0.07977
N 0.67567 2.34706 -1.32208
N 1.44056 2.50440 -0.31591
N -0.75060 -1.14531 1.31459
F 2.54127 1.66775 1.48218
H -0.80817 1.36849 -2.25965
H -1.33317 -1.01429 -0.83033
H 0.18874 -1.74589 -0.45754
H 1.64410 3.49793 -0.18463
H -1.05164 -0.30880 1.85695
H 2.06216 0.46782 -0.01611
H 0.02398 -1.52010 1.86017
```

---

ORCA calculation (ωB97M-V/def2-TZVPD) on a structure of composition C4H7FO.

Values from the calculation:
LUMO level, Eh: 0.02673
Orbital gap, eV: 10.65
Net charge: 0
E_HOMO, eV: -9.919

XYZ file:
```
13
C4H7FO, DFT ωB97M-V/def2-TZVPD
C -1.61908 0.97196 0.22912
C -0.97322 -0.29101 -0.01384
C 0.14012 -0.48257 0.97881
C 1.48168 -0.29796 0.24005
H -1.22432 1.54528 1.42753
H -2.83450 0.94002 0.09774
H -1.07944 1.80702 -0.72869
H -0.00372 -1.42867 1.57226
H 0.16697 0.08094 1.86120
H 1.81725 -1.28650 -0.21687
H 2.28175 -0.19502 1.02685
O -1.06753 -0.97500 -0.96333
F 1.69324 0.77049 -0.65980
```

---

Calculated max |F|, 3.4; 4.5; 3.5; 6.3 eV/Å (same order as the records).
Calculated relative energy (zero: lowest compared OMol25 entry of this formula, charge and spin), 83.84; 99.49; 136.20; 72.47 kcal/mol (same order as the records).
Calculated E, -9955.14621; -12002.74273; -11436.23574; -9023.12851 eV (same order as the records).